{
  "formula": "C7H10CdF5N2",
  "method": "ωB97M-V with the def2-TZVPD basis set",
  "e_homo_ev": -0.2707,
  "e_tot_ev": -28550.050,
  "orbital_gap_ev": 3.315,
  "total_charge": -1,
  "e_lumo_ev": 3.0,
  "mol_weight_g_mol": 329.6,
  "species": ["C", "Cd", "N", "N", "H", "H", "H", "H", "H", "H", "H", "H", "H", "H", "F", "C", "C", "C", "F", "C", "F", "C", "F", "C", "F"],
  "positions_angstrom": [[-2.279, 0.173, 1.877], [-0.933, 0.251, -0.918], [0.124, 1.704, -2.307], [-3.205, 0.010, -1.703], [0.832, 1.047, -2.629], [-2.076, 1.133, 1.418], [-1.838, 0.053, 2.889], [-1.894, -0.679, 1.291], [-3.357, 0.010, 2.091], [-3.043, -0.592, -2.508], [-3.665, 0.850, -2.049], [-3.836, -0.463, -1.067], [-0.459, 1.988, -3.083], [0.601, 2.506, -1.881], [1.579, 2.093, 0.643], [1.806, 0.737, 0.701], [0.876, -0.147, 0.190], [1.106, -1.512, 0.208], [0.153, -2.369, -0.329], [2.310, -2.027, 0.681], [2.563, -3.367, 0.658], [3.260, -1.128, 1.185], [4.415, -1.611, 1.701], [3.017, 0.250, 1.202], [3.942, 1.091, 1.739]]
}


{
  "formula": "C7H10ClNO2",
  "method": "ωB97M-V with the def2-TZVPD basis set",
  "e_above_lowest_kcal_mol": 93.3,
  "e_homo_ev": -9.8023,
  "e_tot_ev": -25523.719,
  "orbital_gap_ev": 9.781,
  "total_charge": 0,
  "e_lumo_ev": 0.0,
  "mol_weight_g_mol": 175.6,
  "species": ["C", "C", "C", "C", "C", "C", "C", "N", "O", "O", "Cl", "H", "H", "H", "H", "H", "H", "H", "H", "H", "H"],
  "positions_angstrom": [[1.606, 0.958, -0.329], [0.880, 1.199, 0.960], [0.615, -1.206, 0.623], [-0.365, -0.116, -1.280], [0.971, -0.414, -0.729], [0.048, -0.053, 1.272], [-1.346, 0.178, -0.128], [-2.397, -0.826, 0.018], [-2.251, -1.954, -0.439], [-3.368, -0.431, 0.634], [-2.029, 1.725, -0.209], [1.310, 1.703, -1.139], [2.729, 1.024, -0.328], [1.642, 1.199, 1.760], [0.188, 2.039, 0.952], [0.006, -2.066, 0.387], [1.624, -1.434, 1.078], [-0.487, 0.563, -2.015], [-0.609, -1.011, -1.885], [1.483, -0.879, -1.456], [-0.250, -0.198, 2.253]]
}


{
  "formula": "C7H10ClNO2S",
  "method": "ωB97M-V with the def2-TZVPD basis set",
  "e_above_lowest_kcal_mol": 65.3,
  "e_homo_ev": [-8.7864, -8.9260],
  "e_tot_ev": -36358.832,
  "orbital_gap_ev": [6.229, 8.343],
  "total_charge": 0,
  "e_lumo_ev": [-2.6, -0.6],
  "mol_weight_g_mol": 207.7,
  "species": ["C", "C", "C", "C", "C", "C", "C", "N", "O", "O", "S", "Cl", "H", "H", "H", "H", "H", "H", "H", "H", "H", "H"],
  "positions_angstrom": [[1.859, -0.291, 0.875], [0.576, -0.250, 1.031], [2.342, -0.039, -1.445], [-1.342, 0.846, 1.998], [-1.626, -0.920, 0.207], [-0.659, 1.368, -0.355], [-0.746, 0.247, 0.704], [2.545, 0.204, -0.253], [1.527, -2.603, -1.484], [0.871, -1.273, -3.459], [0.893, -1.405, -2.014], [3.153, 0.554, -2.765], [2.550, -0.697, 1.603], [-2.347, 1.211, 1.798], [-1.392, 0.090, 2.778], [-0.733, 1.673, 2.352], [-1.021, -1.786, -0.047], [-2.185, -0.625, -0.674], [-2.329, -1.222, 0.979], [0.034, 2.143, -0.039], [-1.643, 1.813, -0.484], [-0.326, 0.961, -1.307]]
}


{
  "formula": "C7H10ClNO4Tm",
  "method": "ωB97M-V with the def2-TZVPD basis set",
  "e_homo_ev": [-4.1085, -4.0995],
  "e_tot_ev": -59147.982,
  "spin_multiplicity": 3,
  "orbital_gap_ev": [7.318, 7.309],
  "total_charge": -1,
  "e_lumo_ev": [3.2, 3.2],
  "mol_weight_g_mol": 376.5,
  "species": ["C", "C", "C", "C", "C", "Tm", "N", "C", "C", "H", "H", "H", "H", "H", "H", "H", "H", "H", "H", "O", "Cl", "O", "O", "O"],
  "positions_angstrom": [[1.293, -1.795, -0.846], [0.027, -1.896, -1.507], [-0.951, -2.292, -0.538], [-0.286, -2.436, 0.724], [1.099, -2.118, 0.535], [-0.118, 0.136, 0.127], [1.539, 1.348, 0.360], [1.122, 2.024, -0.935], [-0.051, 1.484, -1.708], [-1.994, -2.534, -0.745], [-0.149, -1.768, -2.577], [-0.740, -2.804, 1.646], [1.883, -2.197, 1.289], [2.250, -1.584, -1.327], [0.267, 1.039, -2.651], [0.939, 3.102, -0.720], [2.367, 1.762, 0.775], [-0.822, 2.242, -1.856], [2.016, 2.036, -1.599], [-2.787, 0.390, 3.488], [-2.256, 1.471, 2.711], [-3.273, 2.266, 2.102], [-1.304, 2.256, 3.444], [-1.470, 0.814, 1.544]]
}


{
  "formula": "C7H10ClNSi",
  "method": "ωB97M-V with the def2-TZVPD basis set",
  "e_above_lowest_kcal_mol": 11.8,
  "smiles": "C[Si@@](N)(Cl)c1ccccc1",
  "e_homo_ev": -9.4665,
  "e_tot_ev": -29312.820,
  "orbital_gap_ev": 9.996,
  "total_charge": 0,
  "e_lumo_ev": 0.5,
  "mol_weight_g_mol": 171.7,
  "species": ["C", "C", "C", "C", "C", "C", "C", "N", "Si", "Cl", "H", "H", "H", "H", "H", "H", "H", "H", "H", "H"],
  "positions_angstrom": [[2.275, -0.224, 2.240], [1.439, -1.198, 1.820], [2.012, 1.115, 1.897], [0.335, -0.957, 1.010], [0.977, 1.418, 1.030], [0.117, 0.406, 0.608], [-1.316, 0.399, -2.392], [-1.978, 2.482, -0.306], [-1.264, 0.923, -0.512], [-2.993, -0.734, 0.320], [3.025, -0.442, 2.987], [1.497, -2.272, 2.167], [2.667, 1.835, 2.337], [-0.413, -1.621, 0.493], [0.938, 2.426, 0.574], [-1.616, -0.594, -2.296], [-1.972, 0.944, -2.892], [-0.317, 0.562, -2.796], [-2.020, 2.850, 0.611], [-2.553, 2.921, -0.941]]
}


{
  "formula": "C7H10F2NOP",
  "method": "ωB97M-V with the def2-TZVPD basis set",
  "e_above_lowest_kcal_mol": 3.7,
  "e_homo_ev": [-9.4977, -8.1643],
  "e_tot_ev": -25674.791,
  "orbital_gap_ev": [9.703, 7.318],
  "total_charge": 0,
  "e_lumo_ev": [0.2, -0.8],
  "mol_weight_g_mol": 193.1,
  "species": ["C", "C", "C", "C", "C", "C", "C", "N", "O", "F", "F", "P", "H", "H", "H", "H", "H", "H", "H", "H", "H", "H"],
  "positions_angstrom": [[-0.642, 0.306, 0.086], [-1.644, -0.673, -0.095], [-1.183, 1.543, -0.097], [-0.659, 2.973, -0.083], [-0.031, -2.585, 0.292], [-1.474, -2.065, 0.308], [2.541, 0.772, 0.439], [-2.720, -0.028, -0.445], [-2.466, 1.363, -0.394], [2.167, 2.039, 0.320], [3.170, 0.579, 1.552], [3.247, -0.153, -0.974], [-1.238, 3.629, -0.852], [-0.996, 3.426, 0.886], [0.331, 3.126, -0.270], [0.830, -2.017, 0.108], [-0.108, -3.378, -0.592], [0.282, -3.200, 1.120], [-1.848, -2.176, 1.407], [-2.050, -2.828, -0.250], [2.252, -1.118, -0.798], [2.239, 0.464, -1.668]]
}


{
  "formula": "C7H10FNNi",
  "method": "ωB97M-V with the def2-TZVPD basis set",
  "e_above_lowest_kcal_mol": 69.9,
  "e_homo_ev": [1.3758, 2.3044],
  "e_tot_ev": -52661.974,
  "spin_multiplicity": 3,
  "orbital_gap_ev": [4.955, 4.093],
  "total_charge": -2,
  "e_lumo_ev": [6.3, 6.4],
  "mol_weight_g_mol": 185.9,
  "species": ["C", "C", "C", "C", "C", "Ni", "N", "C", "C", "H", "H", "H", "H", "H", "H", "H", "H", "H", "H", "F"],
  "positions_angstrom": [[1.196, -0.912, -1.283], [0.732, -1.606, -0.124], [0.871, -0.735, 0.974], [1.424, 0.506, 0.523], [1.661, 0.384, -0.896], [-0.771, 0.825, -0.258], [1.179, 3.458, -1.262], [-2.030, -0.203, -0.089], [-1.980, -1.154, 0.946], [0.500, -0.946, 1.972], [0.306, -2.600, -0.120], [1.671, 1.363, 1.124], [2.191, 1.065, -1.517], [1.400, -1.375, -2.228], [-1.890, -2.214, 0.774], [-2.450, 0.867, 0.092], [0.310, 2.926, -0.962], [-1.964, -0.805, 1.977], [-1.816, -0.386, -1.144], [-0.541, 1.541, 1.502]]
}


{
  "formula": "C7H10INO2",
  "method": "ωB97M-V with the def2-TZVPD basis set",
  "e_above_lowest_kcal_mol": 19.4,
  "smiles": "COc1cccc(OC)n1.I",
  "e_homo_ev": -8.6216,
  "e_tot_ev": -21104.825,
  "orbital_gap_ev": 9.057,
  "total_charge": 0,
  "e_lumo_ev": 0.4,
  "mol_weight_g_mol": 267.1,
  "species": ["C", "C", "C", "C", "C", "C", "C", "N", "O", "O", "I", "H", "H", "H", "H", "H", "H", "H", "H", "H", "H"],
  "positions_angstrom": [[2.103, -1.205, -0.051], [0.910, -1.901, -0.109], [0.999, 0.788, 0.537], [2.195, 0.101, 0.338], [-0.234, -1.160, 0.097], [-0.442, 2.502, 1.005], [-2.489, -1.028, -0.205], [-0.168, 0.165, 0.312], [0.923, 2.117, 0.890], [-1.354, -1.872, -0.084], [-0.081, -0.024, -3.096], [3.069, -1.534, -0.293], [0.991, -2.948, -0.329], [3.154, 0.744, 0.467], [1.250, -0.110, -2.026], [-0.978, 2.307, 0.134], [-0.490, 3.625, 1.378], [-1.067, 1.874, 1.594], [-3.241, -1.399, -0.954], [-2.169, 0.087, -0.453], [-2.880, -1.128, 0.849]]
}


{
  "formula": "C7H10N",
  "method": "ωB97M-V with the def2-TZVPD basis set",
  "e_above_lowest_kcal_mol": 85.3,
  "smiles": "C=C1[N+](=C)C12CCC2",
  "e_homo_ev": -14.8547,
  "e_tot_ev": -8899.893,
  "orbital_gap_ev": 9.667,
  "total_charge": 1,
  "e_lumo_ev": -5.2,
  "mol_weight_g_mol": 108.2,
  "species": ["C", "C", "C", "C", "C", "C", "C", "N", "H", "H", "H", "H", "H", "H", "H", "H", "H", "H"],
  "positions_angstrom": [[-0.779, -1.104, 0.479], [-1.479, -2.238, 0.512], [0.905, -0.378, 2.331], [0.431, 1.526, -1.678], [-0.504, 1.441, -0.481], [0.935, 0.062, -1.271], [-0.028, 0.076, -0.103], [0.156, -0.469, 1.324], [-1.698, -2.835, 1.483], [-2.186, -2.533, -0.321], [1.523, 0.579, 2.269], [0.960, -0.984, 3.201], [-0.138, 1.594, -2.542], [1.066, 2.335, -1.735], [-0.192, 2.203, 0.229], [-1.548, 1.713, -0.730], [0.550, -0.742, -1.877], [2.026, -0.245, -1.088]]
}


{
  "formula": "C7H10N2",
  "method": "ωB97M-V with the def2-TZVPD basis set",
  "e_above_lowest_kcal_mol": 99.1,
  "e_homo_ev": [-3.3474, -7.2067],
  "e_tot_ev": -10392.161,
  "spin_multiplicity": 3,
  "orbital_gap_ev": [4.296, 4.301],
  "total_charge": 0,
  "e_lumo_ev": [0.9, -2.9],
  "mol_weight_g_mol": 122.2,
  "species": ["C", "C", "C", "C", "C", "C", "C", "N", "N", "H", "H", "H", "H", "H", "H", "H", "H", "H", "H"],
  "positions_angstrom": [[1.710, 1.303, 0.311], [1.914, -1.095, -0.490], [-0.549, -1.509, 0.156], [0.897, -1.262, 0.617], [-1.407, 0.794, 0.282], [1.596, 0.030, 0.392], [-1.730, 1.913, -0.401], [2.102, 2.424, 0.550], [-1.259, -0.411, -0.425], [2.811, -1.632, -0.429], [1.745, -1.119, -1.581], [-0.608, -2.434, -0.448], [-1.304, -1.736, 1.074], [1.046, -1.679, 1.614], [-1.172, 0.868, 1.270], [1.810, 3.188, -0.051], [-1.939, 2.859, 0.165], [-1.950, 1.902, -1.404], [-1.353, -0.269, -1.392]]
}


{
  "formula": "C7H10N2O",
  "method": "ωB97M-V with the def2-TZVPD basis set",
  "e_above_lowest_kcal_mol": 97.7,
  "e_homo_ev": [-7.4643, -7.4652],
  "e_tot_ev": -12445.209,
  "orbital_gap_ev": [8.003, 8.005],
  "total_charge": 0,
  "e_lumo_ev": [0.5, 0.5],
  "mol_weight_g_mol": 138.2,
  "species": ["C", "C", "C", "C", "C", "C", "C", "N", "N", "O", "H", "H", "H", "H", "H", "H", "H", "H", "H", "H"],
  "positions_angstrom": [[0.975, -1.787, -0.931], [0.958, 1.097, -0.702], [0.907, 1.270, 0.806], [-1.287, 0.875, 0.191], [-0.222, -0.659, 1.551], [-0.358, 0.274, -1.005], [-0.237, -1.174, -0.745], [2.070, -2.160, -1.135], [-0.389, 0.622, 1.279], [-1.405, -1.859, -0.984], [0.991, 2.102, -1.220], [1.804, 0.477, -1.180], [1.816, 0.915, 1.383], [0.706, 2.340, 1.059], [-1.500, 1.933, 0.078], [-2.232, 0.301, 0.374], [-1.058, -1.380, 1.632], [0.725, -1.219, 1.779], [-0.743, 0.523, -1.913], [-1.521, -2.493, -0.318]]
}


{
  "formula": "C7H10N2O2",
  "method": "ωB97M-V with the def2-TZVPD basis set",
  "e_above_lowest_kcal_mol": 277.6,
  "e_homo_ev": [-7.7976, -7.7960],
  "e_tot_ev": -14485.018,
  "orbital_gap_ev": [7.058, 7.055],
  "total_charge": 0,
  "e_lumo_ev": [-0.7, -0.7],
  "mol_weight_g_mol": 154.2,
  "species": ["C", "C", "C", "C", "C", "C", "C", "N", "N", "O", "O", "H", "H", "H", "H", "H", "H", "H", "H", "H", "H"],
  "positions_angstrom": [[-1.814, -0.380, 0.114], [0.072, 2.286, -0.135], [0.554, 0.096, -0.937], [0.882, 1.459, -0.851], [-1.893, -1.839, 0.360], [-1.522, -0.884, 1.471], [-0.089, -1.037, 2.094], [0.839, -0.606, -1.983], [2.148, 1.833, -1.474], [2.355, 1.349, -2.564], [2.912, 2.474, -0.837], [0.075, 3.336, -0.050], [-0.778, 2.019, 0.427], [-2.842, -2.220, 0.301], [-0.926, -2.386, -0.124], [-2.477, -0.675, 1.979], [0.766, -0.582, 1.400], [-0.038, -2.059, 2.437], [-0.182, -0.374, 3.083], [0.745, -1.592, -1.931], [1.212, -0.219, -2.780]]
}


What did the second record say?
{
  "formula": "C7H10ClNO2",
  "method": "ωB97M-V with the def2-TZVPD basis set",
  "e_above_lowest_kcal_mol": 93.3,
  "e_homo_ev": -9.8023,
  "e_tot_ev": -25523.719,
  "orbital_gap_ev": 9.781,
  "total_charge": 0,
  "e_lumo_ev": 0.0,
  "mol_weight_g_mol": 175.6,
  "species": ["C", "C", "C", "C", "C", "C", "C", "N", "O", "O", "Cl", "H", "H", "H", "H", "H", "H", "H", "H", "H", "H"],
  "positions_angstrom": [[1.606, 0.958, -0.329], [0.880, 1.199, 0.960], [0.615, -1.206, 0.623], [-0.365, -0.116, -1.280], [0.971, -0.414, -0.729], [0.048, -0.053, 1.272], [-1.346, 0.178, -0.128], [-2.397, -0.826, 0.018], [-2.251, -1.954, -0.439], [-3.368, -0.431, 0.634], [-2.029, 1.725, -0.209], [1.310, 1.703, -1.139], [2.729, 1.024, -0.328], [1.642, 1.199, 1.760], [0.188, 2.039, 0.952], [0.006, -2.066, 0.387], [1.624, -1.434, 1.078], [-0.487, 0.563, -2.015], [-0.609, -1.011, -1.885], [1.483, -0.879, -1.456], [-0.250, -0.198, 2.253]]
}


Please write out number 6 again, unchanged.
{
  "formula": "C7H10F2NOP",
  "method": "ωB97M-V with the def2-TZVPD basis set",
  "e_above_lowest_kcal_mol": 3.7,
  "e_homo_ev": [-9.4977, -8.1643],
  "e_tot_ev": -25674.791,
  "orbital_gap_ev": [9.703, 7.318],
  "total_charge": 0,
  "e_lumo_ev": [0.2, -0.8],
  "mol_weight_g_mol": 193.1,
  "species": ["C", "C", "C", "C", "C", "C", "C", "N", "O", "F", "F", "P", "H", "H", "H", "H", "H", "H", "H", "H", "H", "H"],
  "positions_angstrom": [[-0.642, 0.306, 0.086], [-1.644, -0.673, -0.095], [-1.183, 1.543, -0.097], [-0.659, 2.973, -0.083], [-0.031, -2.585, 0.292], [-1.474, -2.065, 0.308], [2.541, 0.772, 0.439], [-2.720, -0.028, -0.445], [-2.466, 1.363, -0.394], [2.167, 2.039, 0.320], [3.170, 0.579, 1.552], [3.247, -0.153, -0.974], [-1.238, 3.629, -0.852], [-0.996, 3.426, 0.886], [0.331, 3.126, -0.270], [0.830, -2.017, 0.108], [-0.108, -3.378, -0.592], [0.282, -3.200, 1.120], [-1.848, -2.176, 1.407], [-2.050, -2.828, -0.250], [2.252, -1.118, -0.798], [2.239, 0.464, -1.668]]
}